(1)
Computed, not measured: C3H4ClNS in the gas phase at a distorted geometry, with the ωB97M-V functional and the def2-TZVPD basis.

## Properties
Electronic energy (eV): -28018.4053
HOMO-LUMO gap (alpha / beta) (eV): 5.518 / 7.634
Charge: 0
Lowest unoccupied orbital energy (alpha / beta) (eV): 0.39 / -2.83
Multiplicity: 3

Geometry as XYZ:
```
10
Properties=species:S:1:pos:R:3:forces:R:3
C -1.129 -0.612 0.082 -1.3 5.0 -8.0
C -0.167 0.311 -0.634 2.8 -3.7 1.6
C 1.185 0.338 0.330 -4.2 2.5 0.4
N -0.852 -1.188 1.160 3.4 -3.5 8.6
S 0.799 -0.841 1.686 -2.4 -0.2 -2.3
Cl -2.664 -0.792 -0.820 1.0 -0.7 0.6
H 0.168 -0.054 -1.624 -0.5 0.3 0.2
H -0.546 1.253 -0.647 -0.9 2.9 -0.5
H 2.065 0.126 -0.182 1.5 -0.5 -0.7
H 1.140 1.459 0.650 0.7 -2.1 0.1
```
Positions in Å, forces in eV/Å.

(2)
Computed, not measured: a molecular structure, C18H36Cl2F2NO16PdS2 at a distorted geometry, with the ωB97M-V functional and the def2-TZVPD basis.

## Properties
Electronic energy (eV): -109115.9368
HOMO-LUMO gap (alpha / beta) (eV): 7.830 / 4.363
Charge: +1
Lowest unoccupied orbital energy (alpha / beta) (eV): -3.88 / -7.35
Multiplicity: 3

Geometry as XYZ:
```
78
Properties=species:S:1:pos:R:3:forces:R:3
Pd -7.689 -20.601 1.008 0.3 1.8 0.2
N -8.850 -21.308 2.538 -3.7 -0.1 2.0
S -8.734 -22.170 3.932 5.6 -5.6 4.4
O -9.000 -23.608 3.912 -0.7 3.2 -0.9
O -8.890 -21.456 5.195 -0.4 -0.3 -2.8
F -7.108 -22.266 3.823 -0.4 0.6 -0.4
S -10.380 -20.787 3.051 -6.0 1.3 -1.4
O -10.417 -19.582 3.823 0.8 -0.8 -1.1
O -11.315 -21.869 3.443 3.2 1.9 -0.9
F -11.047 -20.366 1.604 1.4 -0.3 1.0
Cl -14.098 -22.464 8.858 -0.1 -0.4 0.2
C -13.824 -21.958 7.191 1.5 1.1 0.1
C -12.348 -21.494 6.947 -1.1 -0.3 -1.5
Cl -11.218 -22.849 6.669 -0.2 -0.1 0.6
H -14.450 -21.078 7.041 -0.1 -0.1 -0.1
H -14.082 -22.729 6.465 0.0 -0.1 0.3
H -11.909 -20.722 7.580 -0.3 -0.5 0.5
H -12.404 -21.051 5.953 0.0 0.2 -0.1
C -6.768 -12.240 4.445 -2.1 0.2 0.5
C -6.175 -13.344 5.336 1.3 1.6 -0.3
O -6.702 -14.665 5.242 -1.2 -0.7 -1.0
C -8.028 -14.913 5.389 -2.7 1.9 3.7
O -8.922 -14.080 5.797 4.0 -3.9 -2.4
O -8.176 -16.294 5.344 2.3 2.4 -1.0
C -9.261 -16.970 5.860 -2.9 0.5 0.2
H -7.428 -12.566 3.641 0.0 -0.8 0.1
H -6.192 -11.487 3.907 1.0 -0.4 0.7
H -7.461 -11.719 5.106 -0.1 0.4 -0.3
H -6.106 -13.060 6.386 -0.9 0.1 0.1
H -5.109 -13.326 5.108 0.1 -1.2 -0.4
H -9.152 -18.045 5.713 0.4 0.2 0.3
H -10.175 -16.678 5.343 -0.1 -0.1 -0.6
H -9.564 -16.666 6.862 0.9 -0.3 0.5
C -10.942 -23.199 0.104 0.3 -0.5 0.0
C -11.416 -22.283 -1.006 -2.1 -1.0 1.9
O -10.507 -21.873 -1.983 1.9 0.7 -0.5
C -9.557 -21.041 -1.688 0.7 3.8 -1.6
O -9.135 -20.614 -0.569 -0.7 -2.1 -2.3
O -9.126 -20.300 -2.815 -0.4 -2.0 3.2
C -9.948 -20.072 -3.970 0.1 0.0 -0.7
H -10.160 -22.850 0.779 0.0 0.3 -0.3
H -10.618 -24.153 -0.312 0.1 0.0 0.0
H -11.807 -23.417 0.730 0.0 0.1 0.0
H -11.954 -21.426 -0.602 0.4 0.3 0.0
H -12.183 -22.847 -1.536 0.2 0.1 -0.3
H -9.553 -20.597 -4.840 0.2 -0.1 0.2
H -9.818 -19.002 -4.136 -0.3 -0.1 -0.1
H -10.997 -20.361 -3.903 0.1 0.1 0.6
C -2.456 -19.693 0.820 -1.1 1.5 0.5
C -3.246 -18.366 1.287 1.5 -2.7 -1.6
O -3.860 -18.447 2.548 -3.1 -1.7 1.6
C -5.082 -19.094 2.858 -1.2 0.1 -1.7
O -5.953 -19.718 2.104 3.9 2.0 1.7
O -5.316 -18.833 4.117 4.0 0.3 -2.7
C -6.507 -19.015 4.727 -2.4 -0.3 1.9
H -1.529 -19.804 1.382 -0.3 -0.2 0.3
H -2.130 -19.437 -0.188 -0.2 -0.4 -0.2
H -3.095 -20.574 0.882 0.3 -0.1 -0.2
H -3.987 -18.087 0.537 0.3 0.2 0.0
H -2.358 -17.736 1.345 -0.9 1.0 0.4
H -7.181 -18.218 4.413 -0.4 -0.4 -0.2
H -6.296 -18.801 5.775 -0.2 -0.2 0.0
H -6.856 -20.044 4.650 -0.3 0.3 -0.2
C -5.693 -14.848 0.637 0.2 1.0 0.6
C -6.342 -16.156 0.944 1.1 0.3 0.8
O -7.752 -15.964 0.787 0.7 -1.1 -0.3
C -8.477 -17.044 0.715 -1.6 -1.2 0.6
O -8.147 -18.236 0.972 -0.3 2.3 -0.8
O -9.720 -16.611 0.398 0.6 -2.2 -0.1
C -10.588 -17.660 -0.092 -1.0 -0.5 -0.8
H -4.611 -14.966 0.566 0.0 -0.1 -0.5
H -5.804 -14.144 1.461 -0.3 0.0 0.1
H -6.144 -14.365 -0.230 0.4 -0.2 -0.2
H -6.142 -16.419 1.982 -0.1 -0.2 0.1
H -5.876 -16.916 0.317 -0.9 -0.3 -0.3
H -11.246 -18.166 0.615 0.4 0.6 0.8
H -10.078 -18.478 -0.600 0.6 0.4 0.1
H -11.268 -17.235 -0.831 0.3 0.5 0.1
```
Positions in Å, forces in eV/Å.

(3)
Computed, not measured: 2 unconnected molecules or ions with the total composition C7H6F3N7O4 at a distorted geometry, with the ωB97M-V functional and the def2-TZVPD basis.

## Properties
Electronic energy (eV): -34121.3118
HOMO-LUMO gap (eV): 7.742
SMILES: O=[N+]([O-])c1cc([N+](=O)[O-])c2nnnn2c1.NCC(F)(F)F
Charge: 0
Lowest unoccupied orbital energy (eV): -2.64

Geometry as XYZ:
```
27
Properties=species:S:1:pos:R:3:forces:R:3
O -0.586 -4.758 0.042 -1.2 2.3 0.1
N -1.415 -3.837 -0.022 -1.3 -2.4 -1.0
O -2.586 -3.998 -0.447 2.2 0.6 0.9
C -1.071 -2.487 0.402 0.1 1.2 0.4
C -1.998 -1.453 0.296 0.6 -1.0 -0.1
C -1.666 -0.149 0.727 1.8 -0.3 0.1
N -2.530 0.979 0.522 -1.6 2.7 -0.1
O -3.704 0.842 0.140 2.5 -0.3 0.8
O -2.002 2.106 0.748 -1.1 -2.2 -0.5
C -0.408 0.151 1.251 -1.2 -1.4 1.2
N 0.471 -0.895 1.347 0.0 -0.7 -0.4
N 1.774 -0.819 1.766 0.0 -1.0 0.1
N 2.266 -2.030 1.655 -1.6 1.2 -0.4
N 1.366 -2.903 1.155 -0.9 0.9 0.0
C 0.233 -2.199 0.941 0.8 -0.2 0.1
H -2.979 -1.640 -0.128 0.1 -0.1 0.1
H -0.206 1.029 1.865 0.0 -0.2 -0.5
F 1.992 2.818 -3.330 -0.1 0.2 1.4
C 1.895 2.975 -1.968 0.4 0.9 -0.1
F 3.119 3.390 -1.511 -1.2 -0.1 -0.5
F 0.989 3.967 -1.726 0.9 -0.7 -0.3
C 1.478 1.681 -1.308 -0.1 -0.3 -0.3
N 1.068 1.820 0.066 0.2 0.2 0.0
H 0.644 1.312 -1.925 0.4 -0.3 -0.1
H 2.364 1.036 -1.353 -0.4 -0.1 -0.3
H 0.066 2.005 0.150 0.7 0.1 0.1
H 1.426 1.060 0.646 0.0 0.9 -0.4
```
Positions in Å, forces in eV/Å.

(4)
Computed, not measured: a gas-phase ion, C5H12NO (charge +1) at a distorted geometry, with the ωB97M-V functional and the def2-TZVPD basis.

## Properties
Electronic energy (eV): -8907.9333
HOMO-LUMO gap (eV): 10.965
SMILES: C=[N+](C)[C@@H](C)OC
Charge: +1
Lowest unoccupied orbital energy (eV): -4.38

Geometry as XYZ:
```
19
Properties=species:S:1:pos:R:3:forces:R:3
C -1.847 0.317 1.074 0.2 -1.0 -0.5
C -0.482 -0.452 -1.974 2.8 2.0 0.8
C -0.038 1.693 0.427 3.1 0.5 -2.1
C 1.935 -0.908 0.741 0.1 -4.1 1.6
C -0.016 -0.763 -0.568 -1.3 0.7 0.5
N -0.749 0.531 0.456 -2.7 -2.6 0.4
O 1.256 -0.600 -0.417 0.9 0.6 -2.0
H -2.110 -0.791 1.043 -0.5 1.7 0.3
H -2.472 1.133 1.558 1.0 -1.2 -0.4
H -0.093 0.579 -2.292 -0.5 -1.6 0.4
H -1.487 -0.474 -2.013 -3.6 0.3 0.1
H -0.220 -1.178 -2.700 1.0 -0.8 -0.5
H 0.873 1.376 -0.096 -0.1 0.8 -0.8
H 0.469 1.952 1.279 0.3 0.6 3.0
H -0.416 2.558 -0.023 -1.1 1.0 -0.8
H 2.712 -0.217 0.839 1.2 1.0 0.3
H 2.402 -1.998 0.689 -0.9 2.2 -0.1
H 1.259 -0.920 1.612 0.3 0.2 -0.2
H -0.451 -1.592 -0.020 -0.2 -0.3 -0.1
```
Positions in Å, forces in eV/Å.